(1)
33
Properties=species:S:1:pos:R:3:forces:R:3 method="wB97M-V/def2-TZVPD" orbital_gap_ev=9.000 lumo_energy_ev=0.74 de_lowest_kcal_mol=64.6 e_homo_ev=-8.26 max_force_ev_per_a=7.75 total_energy_ev=-14813.408
C 1.0103 -2.4125 -2.1920 -1.87 -0.52 -1.85
C -0.5214 -2.6078 -1.8821 1.38 -4.34 -1.14
C -1.3070 -1.4594 -1.8139 -5.13 4.98 2.99
C -1.2182 -0.4374 -2.7076 0.41 1.17 -0.60
C -1.8925 0.8219 -2.6474 -0.65 0.13 -0.48
C -2.7661 1.0113 -1.5933 0.72 0.34 1.21
O -3.2526 2.2781 -1.2902 -0.66 -1.66 0.37
C -3.0071 0.0052 -0.6148 1.33 -0.63 -2.15
C -2.3641 -1.2199 -0.7607 2.36 2.32 -3.50
H 0.9334 -1.4532 -2.7319 1.52 -0.53 0.23
H 1.3743 -3.2587 -2.8667 -0.22 1.32 1.02
H 1.5324 -2.3669 -1.2418 0.29 0.19 -0.23
H -1.1306 -3.2961 -2.5805 1.56 0.45 0.65
H -0.4763 -3.1110 -0.9511 -0.70 -0.68 1.07
H -0.4530 -0.6532 -3.4203 0.10 0.70 -1.08
H -1.8591 1.7006 -3.3985 0.54 -1.87 1.04
H -2.8204 2.8597 -1.8850 0.46 1.13 -0.82
H -3.6535 0.2636 0.1762 -0.72 -0.09 0.85
H -2.5495 -2.0218 -0.1832 -0.73 -2.42 2.45
C 3.5602 -0.4787 3.0496 -3.05 1.09 -2.88
C 2.7521 0.8224 3.4015 0.87 -0.73 3.36
C 3.5639 1.3181 4.6507 0.12 -0.89 -0.59
C 2.7126 1.9269 2.4280 -0.37 1.27 -1.67
H 3.6935 -1.1197 3.9450 0.77 0.55 -0.98
H 4.2853 -0.0090 2.3565 1.05 -1.15 1.13
H 2.9109 -1.0180 2.2852 0.71 0.04 1.00
H 1.6989 0.5645 3.7076 0.96 0.20 -0.15
H 3.1237 2.1780 5.1377 -0.33 -0.07 0.48
H 3.6594 0.3841 5.2620 0.14 1.45 0.29
H 4.5761 1.6726 4.3162 -0.72 -0.62 0.23
H 2.1791 1.5291 1.5500 0.24 0.66 -0.21
H 2.1548 2.8268 2.8059 0.23 -1.00 -0.19
H 3.7041 2.3636 2.1294 -0.62 -0.83 0.18

***

(2)
36
Properties=species:S:1:pos:R:3:forces:R:3 method="wB97M-V/def2-TZVPD" orbital_gap_ev=7.194 lumo_energy_ev=-0.32 de_lowest_kcal_mol=22.0 e_homo_ev=-7.51 max_force_ev_per_a=0.14 total_energy_ev=-24501.983
Au 0.4874 0.4380 -0.4661 -0.06 -0.07 -0.03
C -1.7584 2.4691 -2.6310 -0.02 -0.05 -0.07
N -1.5853 1.0587 -2.3416 0.03 0.02 0.06
C -1.2882 0.2868 -3.5344 0.06 -0.03 0.09
C -2.6919 0.4882 -1.5940 0.03 -0.05 0.02
C -2.3421 -0.5577 -0.5351 -0.01 0.00 -0.12
C -3.3912 -1.3824 -0.1238 0.01 -0.08 0.01
C -3.2189 -2.3411 0.8608 0.04 0.01 -0.01
C -1.9706 -2.4985 1.4509 -0.05 0.02 -0.03
C -0.9196 -1.6880 1.0483 -0.02 0.03 -0.04
C -1.0943 -0.7144 0.0625 0.01 0.07 0.05
H -2.6033 2.6665 -3.3116 0.00 0.01 0.02
H -0.8526 2.8598 -3.0990 -0.02 -0.01 -0.01
H -1.9244 3.0186 -1.7043 0.00 -0.01 -0.01
H -2.1009 0.3415 -4.2770 -0.01 -0.01 0.01
H -1.1356 -0.7595 -3.2638 0.00 0.03 0.00
H -0.3718 0.6531 -4.0003 -0.02 0.00 0.01
H -3.4059 0.0202 -2.2871 -0.10 0.04 0.01
H -3.2384 1.2958 -1.1009 0.08 0.03 0.05
H -4.3639 -1.2680 -0.5946 0.03 0.00 0.01
H -4.0495 -2.9702 1.1585 0.02 0.03 -0.01
H -1.8149 -3.2495 2.2175 -0.01 0.04 -0.04
H 0.0541 -1.8204 1.5060 0.00 0.00 -0.01
C 4.6725 -1.0338 2.5487 -0.02 0.01 -0.01
Sb 2.9787 -0.5247 1.3038 0.09 0.03 0.10
C 3.8609 1.3089 0.5853 -0.05 0.02 -0.04
C 1.9302 0.4624 2.9010 -0.02 -0.03 0.10
H 4.9933 -0.1486 3.0998 0.00 -0.03 -0.01
H 5.5013 -1.4065 1.9468 -0.04 0.01 0.00
H 4.3764 -1.8095 3.2556 0.03 0.02 -0.02
H 4.3944 1.8017 1.4000 -0.04 0.00 -0.04
H 3.0710 1.9787 0.2303 0.07 -0.01 0.01
H 4.5517 1.1202 -0.2376 -0.05 0.00 0.05
H 2.6552 0.9550 3.5535 -0.07 -0.02 -0.05
H 1.3493 -0.2556 3.4850 0.06 0.07 -0.06
H 1.2453 1.2050 2.4881 0.04 -0.07 0.01

***

(3)
42
Properties=species:S:1:pos:R:3:forces:R:3 method="wB97M-V/def2-TZVPD" orbital_gap_ev="7.084 / 3.181" lumo_energy_ev="-10.46 / -14.35" de_lowest_kcal_mol=1.8 spin_multiplicity=5 e_homo_ev="-17.54 / -17.53" max_force_ev_per_a=1.04 total_energy_ev=-76084.889 total_charge=+3
Co -0.2271 -0.0786 0.0487 -0.32 -0.94 0.33
N -2.1425 0.1480 1.0939 0.31 -0.07 -0.16
C -2.0019 -0.1176 2.5420 -0.06 -0.19 0.09
C -1.2281 -1.4100 2.6999 0.01 0.20 0.10
N 0.0542 -1.2725 1.9723 0.03 0.24 -0.07
H -2.5654 1.0581 0.9470 -0.02 0.02 -0.05
H -2.7697 -0.5407 0.6883 -0.16 0.06 0.03
H -2.9721 -0.1924 3.0342 0.02 0.02 0.01
H -1.4575 0.7110 2.9963 0.00 0.03 -0.05
H -1.7952 -2.2372 2.2685 0.05 -0.03 -0.01
H -1.0705 -1.6271 3.7566 -0.05 -0.05 -0.01
H 0.5060 -2.1789 1.9270 0.11 0.01 -0.06
H 0.6754 -0.6913 2.5299 0.06 -0.04 0.02
I 1.7871 0.8350 -2.2555 0.18 -0.33 0.00
C 1.9112 -1.2000 -1.7029 0.01 0.20 -0.11
C 2.9227 -1.9901 -2.2133 0.01 0.03 -0.01
C 2.9461 -3.3289 -1.8471 -0.02 0.05 -0.03
C 1.9359 -3.8217 -1.0333 -0.06 0.03 0.02
C 0.9619 -2.9521 -0.5808 0.05 -0.22 0.00
N 0.9577 -1.6440 -0.8798 -0.12 0.48 -0.08
H 3.6675 -1.5720 -2.8751 0.02 -0.01 0.02
H 3.7359 -3.9733 -2.2103 -0.01 -0.03 0.01
H 1.9001 -4.8634 -0.7478 -0.01 -0.01 -0.02
H 0.1439 -3.3200 0.0260 0.02 0.08 0.08
C 1.9208 3.9461 3.0955 -0.14 -0.13 0.06
C 1.9161 3.6520 1.5861 0.48 0.69 0.20
C 1.1962 2.4686 1.2075 -0.31 -0.42 0.02
N 0.6266 1.5215 0.8972 0.22 0.33 0.17
H 2.5353 4.8252 3.2705 0.01 0.00 -0.01
H 2.3371 3.1170 3.6640 0.03 0.00 -0.02
H 0.9172 4.1561 3.4605 0.00 -0.01 -0.01
H 2.9431 3.5346 1.2248 -0.07 -0.04 -0.05
H 1.4820 4.4957 1.0415 0.00 -0.08 -0.05
N -1.6244 -0.4740 -3.8318 -0.18 -0.02 -0.16
C -1.9805 0.2704 -2.7965 0.35 -0.39 -0.03
O -1.5265 0.1228 -1.6621 -0.53 0.36 -0.24
C -2.9743 1.4048 -3.0675 -0.13 -0.11 0.08
I -4.9221 0.7260 -3.7529 0.36 0.23 0.07
H -0.9615 -1.2297 -3.7237 0.03 0.07 0.09
H -1.9955 -0.3225 -4.7570 0.07 -0.02 -0.05
H -2.6129 2.0555 -3.8698 -0.15 -0.01 -0.10
H -3.1526 1.9896 -2.1711 -0.10 -0.02 0.00